Molecular formula: C19H19N2O7PPtS5
Method: DFT, wB97M-V/def2-TZVPD

As for the total energy: -104041.63574 eV. Its HOMO-LUMO gap (spin up / spin down) is 5.082 / 5.083 eV. The energy above the lowest of the compared OMol25 structures with the same formula, charge and spin comes out at 0.0 kJ/mol. As for the LUMO energy (spin up / spin down): 3.990 / 3.990 eV. As for the total charge: -2.

Structure (XYZ):
```
54
Properties=species:S:1:pos:R:3:lowdin_charge:R:1
Pt -0.44666 -0.19797 0.42408 0.39
O 3.95278 3.16188 -2.77512 0.05
C 3.03915 2.63021 -2.16772 -0.31
C 2.88322 1.16912 -1.88397 -0.34
O 3.65767 0.28077 -2.23612 0.02
C 1.66006 1.02691 -1.11413 -0.30
C 1.02656 2.30239 -0.88424 -0.36
O -0.01728 2.52289 -0.24598 -0.06
C 1.86134 3.33407 -1.55635 -0.31
O 1.64214 4.53424 -1.60392 0.05
O 1.24751 -0.12857 -0.69618 -0.27
C -0.36102 3.26202 4.43853 -0.05
C -1.48078 2.45004 3.82613 -0.49
C -2.86300 2.96923 4.15648 -0.05
O -1.39577 1.09158 4.35520 -0.31
P -0.97697 -0.04683 3.30428 -0.07
S 0.77165 0.27125 2.43134 0.36
S -2.32804 -0.20086 1.82627 0.27
O -0.93768 -1.31482 4.26759 -0.30
C -2.16726 -1.88835 4.77064 -0.49
C -2.28650 -1.54481 6.24242 -0.05
C -2.10373 -3.37572 4.49991 -0.04
H -0.40942 4.29042 4.07751 0.08
H 0.60235 2.84356 4.15067 0.06
H -0.44480 3.26323 5.52817 0.08
H -1.35243 2.41052 2.74052 0.11
H -3.02782 2.94709 5.23663 0.08
H -3.62028 2.35418 3.67014 0.07
H -2.96983 3.99633 3.80465 0.08
H -3.00189 -1.45364 4.21314 0.10
H -1.42127 -1.93117 6.78461 0.08
H -3.18925 -1.99504 6.66036 0.08
H -2.32990 -0.46485 6.37909 0.07
H -1.21648 -3.80108 4.97260 0.09
H -2.04777 -3.56754 3.42924 0.07
H -2.98918 -3.87310 4.90033 0.08
S -1.61623 -6.39016 0.22344 0.49
C -1.62838 -4.92731 -0.58594 -1.11
S -1.55546 -3.39815 0.22158 0.93
C -1.57218 -2.55480 -1.32230 -1.06
N -1.59874 -3.36212 -2.33028 0.01
N -1.64726 -4.68336 -1.91391 -0.16
C -1.58277 -5.64348 -2.96121 -0.21
C -2.31938 -6.81932 -2.91204 -0.05
C -2.23827 -7.71695 -3.96649 -0.10
C -1.43655 -7.44585 -5.06552 -0.11
C -0.71392 -6.26134 -5.10977 -0.09
C -0.78378 -5.35710 -4.06266 -0.01
S -1.66736 -0.83572 -1.45574 0.51
H -2.93800 -7.02468 -2.05279 0.07
H -2.81189 -8.63476 -3.92533 0.09
H -1.37730 -8.15156 -5.88505 0.09
H -0.08670 -6.03639 -5.96304 0.10
H -0.23544 -4.42654 -4.08574 0.11
```